[1]
Density functional theory data (ωB97M-V with the def2-TZVPD basis set) for a 2-piece molecular cluster, C38H42BF3N2O2 overall.

Cartesian coordinates (Å):
C  -3.793  2.803  3.080
C  -2.308  3.037  3.300
C  -2.103  4.392  3.956
C  -1.731  1.930  4.218
O  -1.581  0.675  3.538
B  -1.035  0.608  2.222
C  0.626  0.610  2.346
C  1.271  0.153  3.496
C  2.651  0.292  3.656
C  3.412  0.873  2.647
C  4.907  0.983  2.826
F  5.527  1.584  1.765
F  5.226  1.712  3.942
F  5.479  -0.253  2.979
C  2.789  1.333  1.496
C  1.407  1.174  1.343
C  -1.568  -0.873  1.417
C  -3.066  -0.858  1.224
C  -1.004  -2.024  2.185
C  0.063  -2.811  1.702
C  0.582  -3.871  2.454
C  0.063  -4.154  3.725
C  -0.955  -3.345  4.242
C  -1.477  -2.296  3.478
O  -1.418  1.704  1.389
C  -1.568  3.019  1.937
H  -3.956  1.833  2.589
H  -4.315  2.814  4.045
H  -4.200  3.601  2.445
H  -1.033  4.578  4.118
H  -2.500  5.199  3.325
H  -2.612  4.441  4.930
H  -0.758  2.249  4.628
H  -2.419  1.721  5.054
H  0.719  -0.323  4.312
H  3.119  -0.057  4.576
H  3.361  1.819  0.709
H  0.963  1.532  0.410
H  -1.066  -0.810  0.445
H  -3.356  -0.004  0.603
H  -3.402  -1.767  0.704
H  -3.606  -0.787  2.177
H  0.482  -2.577  0.719
H  1.402  -4.471  2.048
H  0.464  -4.983  4.316
H  -1.348  -3.514  5.247
H  -2.264  -1.660  3.887
H  -2.149  3.572  1.180
H  -0.574  3.492  2.037
C  -1.144  -9.357  -0.731
N  -2.214  -8.753  -1.496
C  -2.477  -9.428  -2.749
C  -2.825  -7.569  -1.118
C  -2.794  -6.429  -1.959
C  -3.327  -5.231  -1.538
C  -4.056  -5.126  -0.330
C  -4.756  -3.911  0.010
C  -5.361  -3.093  -0.939
C  -6.099  -1.876  -0.620
C  -6.470  -1.290  0.579
C  -7.233  -0.110  0.539
C  -7.622  0.465  -0.690
C  -7.260  -0.137  -1.905
C  -6.504  -1.299  -1.838
N  -6.081  -2.135  -2.876
C  -6.328  -1.874  -4.278
C  -5.416  -3.204  -2.362
C  -4.114  -6.283  0.502
C  -3.471  -7.452  0.144
H  -0.926  -8.759  0.154
H  -1.422  -10.378  -0.435
H  -0.239  -9.428  -1.357
H  -3.324  -8.968  -3.261
H  -1.591  -9.407  -3.400
H  -2.708  -10.485  -2.541
H  -2.323  -6.514  -2.941
H  -3.214  -4.350  -2.165
H  -4.980  -3.712  1.060
H  -6.181  -1.778  1.511
H  -7.536  0.374  1.470
H  -8.205  1.384  -0.700
H  -7.526  0.261  -2.882
H  -6.901  -0.941  -4.336
H  -5.389  -1.756  -4.835
H  -6.903  -2.679  -4.755
H  -5.070  -4.008  -3.005
H  -4.697  -6.234  1.418
H  -3.500  -8.331  0.791

Force components x, y, z for each atom (eV/Å):
-0.15 -0.23 -0.12
0.38 -0.23 -0.09
0.16 0.22 0.12
0.18 -0.93 -1.03
-1.26 0.45 1.64
1.15 -0.94 -0.54
-0.71 -0.15 -0.14
0.79 0.00 0.32
-0.36 -0.26 0.14
0.43 0.17 -0.01
-0.30 0.06 -0.07
-0.27 -0.45 0.84
0.11 -0.55 -0.70
-0.08 0.91 -0.01
-0.27 -0.09 -0.29
0.78 0.21 -0.04
1.13 1.24 0.71
-0.16 -0.09 0.02
0.03 -0.24 0.04
-0.26 -0.05 0.19
-0.19 0.18 0.09
0.08 0.10 -0.06
-0.02 0.12 -0.32
-0.10 -0.45 0.10
-1.07 1.55 -0.74
0.19 -1.24 -0.17
-0.01 0.22 0.12
-0.05 -0.03 -0.18
-0.07 -0.15 0.08
-0.21 0.03 0.01
0.06 -0.12 0.12
0.08 0.01 -0.16
-0.08 0.03 -0.07
0.18 0.31 -0.09
-0.06 0.25 -0.36
0.03 0.05 -0.23
0.02 -0.15 0.14
-0.12 -0.07 0.37
-0.07 -0.10 -0.07
0.02 -0.01 0.14
-0.12 -0.12 0.01
0.08 0.01 -0.11
-0.11 -0.09 0.30
-0.27 0.20 0.17
-0.11 0.31 -0.22
0.16 -0.03 -0.28
0.29 -0.16 -0.07
0.15 0.16 0.33
-0.16 -0.05 0.09
-0.20 -0.17 0.17
-0.13 -0.09 0.01
0.20 0.29 -0.07
-0.08 0.41 0.24
-0.15 -0.38 -0.05
-0.51 -0.16 -0.21
0.36 -0.21 0.20
-0.60 -0.89 -0.94
0.21 0.27 0.30
-0.20 0.23 -0.48
-0.33 0.47 0.11
0.17 -0.30 -0.16
0.36 -0.47 -0.21
0.06 0.08 0.27
-0.18 0.09 0.79
1.04 -1.56 0.68
-0.10 0.13 -0.64
-0.72 1.04 -0.21
0.41 0.59 -0.10
0.14 -0.02 -0.36
0.03 -0.11 -0.07
0.15 0.11 0.11
-0.15 0.10 0.22
0.10 -0.09 0.02
-0.18 0.00 -0.06
-0.05 0.23 -0.11
0.05 0.10 0.40
0.21 -0.15 0.23
0.15 -0.02 -0.25
-0.11 0.43 -0.11
0.15 -0.20 -0.34
0.15 -0.25 0.03
-0.15 0.20 0.42
0.22 -0.38 -0.20
-0.22 0.05 0.29
0.09 0.20 0.32
-0.15 0.30 0.12
0.19 -0.04 -0.06
-0.06 0.31 -0.17

The total energy is -2057.6453 a.u. The calculation puts the HOMO energy at -0.228 Eh.

Mulliken population analysis, charges in e, atoms 1 to 6: C -1.660; C 2.802; C -2.130; C -1.404; O -0.376; B 1.325

[2]
Density functional theory data (ωB97M-V with the def2-TZVPD basis set) for C4H6N2O as an isolated structure.

Cartesian coordinates (Å):
C  1.562  1.074  -1.001
O  0.372  1.277  -0.400
C  -0.323  0.130  -0.138
C  -0.132  -1.189  -0.425
N  -1.144  -1.927  0.150
C  -1.911  -1.067  0.764
N  -1.456  0.215  0.623
H  2.391  0.373  -0.207
H  2.618  0.915  0.418
H  2.016  2.073  -1.110
H  0.659  -1.635  -1.009
H  -2.805  -1.301  1.326
H  -1.846  1.060  1.009

Force components x, y, z for each atom (eV/Å):
0.16 0.22 0.16
-0.06 -0.11 0.03
-0.09 -0.20 0.06
0.19 0.08 -0.11
-0.15 0.22 0.11
-0.08 -0.11 0.02
0.08 0.03 -0.04
0.05 -0.13 -0.08
-0.11 0.15 -0.12
-0.01 -0.12 0.01
-0.15 0.06 0.10
0.13 0.05 -0.09
0.04 -0.13 -0.06

The total energy is -340.6017 a.u. The calculation puts the HOMO energy at -0.314 Eh. The energy above the lowest of the compared OMol25 structures with the same formula, charge and spin comes out at 507.2 kJ/mol.

natural (NBO) population analysis, charges in e, atoms 1 to 6: C -0.081; O -0.486; C 0.369; C -0.165; N -0.438; C 0.158

[3]
Density functional theory data (ωB97M-V with the def2-TZVPD basis set) for CH4KO as an isolated structure.

Cartesian coordinates (Å):
K  3.142  -0.760  0.051
C  -0.591  0.473  0.060
O  0.285  -0.645  -0.128
H  -1.287  0.518  -0.778
H  -1.180  0.371  0.971
H  -0.073  1.430  0.135
H  -0.295  -1.388  -0.311

Force components x, y, z for each atom (eV/Å):
-0.12 -0.01 -0.01
-0.60 -0.05 -0.04
0.14 0.58 0.19
-0.01 0.22 -0.07
0.03 -0.13 0.14
0.43 -0.36 -0.18
0.14 -0.26 -0.02

The total energy is -715.6023 a.u. Its expectation value of S² is 0.7501. The calculation puts the HOMO energy (alpha / beta) at -0.129 / -0.414 Eh. The spin multiplicity is 2.

natural (NBO) population analysis, charges in e, atoms 1 to 6: K 0.011; C -0.260; O -0.762; H 0.172; H 0.170; H 0.191

[4]
Density functional theory data (ωB97M-V with the def2-TZVPD basis set) for a 6-piece molecular cluster, C4H20N8O6 overall.

Cartesian coordinates (Å):
N  0.399  0.723  3.181
C  1.591  0.301  2.926
N  1.754  0.055  1.642
O  2.378  0.140  3.846
H  -0.320  0.706  2.473
H  0.233  1.107  4.101
H  2.577  -0.460  1.365
H  1.123  0.455  0.963
N  -0.226  -3.403  -1.541
C  0.774  -3.277  -0.741
N  1.408  -4.395  -0.693
O  0.999  -2.280  -0.115
H  -0.723  -2.684  -2.046
H  -0.425  -4.355  -1.815
H  2.133  -4.523  -0.001
H  1.213  -5.042  -1.443
N  1.479  -0.191  -2.186
C  2.528  0.337  -2.682
N  3.498  0.384  -1.834
O  2.657  0.740  -3.806
H  0.797  -0.424  -2.893
H  1.509  -0.682  -1.304
H  4.374  0.703  -2.224
H  3.328  -0.160  -1.000
N  -3.163  2.791  -0.573
C  -2.424  3.707  -0.027
N  -1.451  3.160  0.674
O  -2.561  4.915  -0.028
H  -3.168  1.852  -0.200
H  -3.877  3.004  -1.254
H  -1.377  2.153  0.710
H  -0.813  3.851  1.041
O  -3.779  0.284  0.904
H  -3.557  0.146  1.825
H  -4.714  0.088  0.851
O  -1.162  0.372  0.780
H  -2.116  0.380  0.700
H  -0.898  -0.477  0.427

Force components x, y, z for each atom (eV/Å):
-4.42 1.96 1.25
1.67 -0.55 1.92
1.59 -0.83 -2.65
1.38 -0.40 -0.21
0.03 0.18 0.34
-0.07 -0.21 -0.31
-0.32 0.25 -0.08
0.36 -0.27 0.09
-4.72 -0.67 -3.85
-0.12 1.66 0.77
3.07 -3.61 0.93
1.07 2.57 1.59
0.32 0.07 0.56
-0.47 0.54 -0.34
-0.07 -0.24 -0.38
0.82 -0.24 0.66
-5.32 -2.17 0.98
1.68 1.16 -2.24
3.24 0.30 2.75
-0.29 0.87 -2.62
-0.21 -0.07 0.51
-0.48 -0.23 -0.27
0.08 -0.30 0.76
1.29 0.42 0.07
-3.34 -2.61 -2.69
0.90 2.31 1.49
1.90 -0.44 1.53
-0.62 1.01 -1.05
-0.06 0.43 -0.34
0.14 0.23 0.41
1.03 0.72 0.09
0.13 -0.72 0.31
-0.26 -0.19 0.12
-0.04 -0.02 0.51
-0.30 0.00 -0.23
0.39 -0.18 0.03
-0.34 -0.26 -0.30
0.40 -0.46 -0.13

The total energy is -1053.9760 a.u. As for the SMILES: NC(N)=O.NC(N)=O.NC(N)=O.NC(N)=O.O.O. The calculation puts the HOMO energy at -0.339 Eh. The energy above the lowest of the compared OMol25 structures with the same formula, charge and spin comes out at 286.8 kJ/mol.

natural (NBO) population analysis, charges in e, atoms 1 to 6: N -0.841; C 0.747; N -0.835; O -0.689; H 0.402; H 0.400

[5]
Density functional theory data (ωB97M-V with the def2-TZVPD basis set) for an isolated ion of composition C32H39O3 and charge -1.

Cartesian coordinates (Å):
C  3.086  -0.168  -3.898
C  2.398  -1.237  -3.054
O  1.092  -0.824  -2.672
C  0.333  -1.755  -2.071
O  0.729  -2.874  -1.809
C  -1.073  -1.204  -1.740
C  -2.161  -2.004  -2.409
C  -2.127  -3.399  -2.215
C  -3.256  -4.198  -2.424
C  -4.452  -3.644  -2.903
C  -4.470  -2.268  -3.204
C  -3.349  -1.449  -2.966
C  -1.004  -1.005  0.044
C  -2.374  -0.588  0.498
C  -2.824  0.646  -0.004
C  -4.131  1.078  0.229
C  -4.908  0.410  1.145
C  -6.251  0.953  1.473
C  -4.508  -0.845  1.661
C  -3.211  -1.314  1.365
C  0.132  -0.220  0.592
C  1.418  -0.795  0.783
C  2.530  -0.112  1.189
C  3.893  -0.784  1.388
C  4.833  -0.362  0.273
C  3.760  -2.304  1.335
C  4.552  -0.421  2.720
C  2.485  1.362  1.327
O  3.540  2.076  1.381
C  1.128  1.924  1.371
C  1.035  3.404  1.629
C  1.717  3.850  2.931
C  -0.412  3.860  1.705
C  1.680  4.167  0.469
C  0.041  1.113  1.097
H  4.183  -0.298  -3.853
H  2.870  -0.106  -4.994
H  2.910  0.858  -3.509
H  2.349  -2.217  -3.542
H  2.981  -1.313  -2.125
H  -1.107  -0.161  -2.115
H  -1.234  -3.822  -1.746
H  -3.264  -5.276  -2.220
H  -5.319  -4.254  -3.147
H  -5.398  -1.847  -3.626
H  -3.449  -0.352  -3.118
H  -0.850  -2.109  0.255
H  -2.143  1.230  -0.615
H  -4.472  2.036  -0.223
H  -6.719  0.414  2.288
H  -6.117  1.987  1.788
H  -6.960  0.975  0.633
H  -5.189  -1.356  2.332
H  -2.910  -2.251  1.829
H  1.529  -1.865  0.628
H  4.996  0.712  0.290
H  5.785  -0.876  0.400
H  4.431  -0.612  -0.707
H  3.098  -2.657  2.139
H  3.374  -2.641  0.360
H  4.756  -2.751  1.487
H  3.919  -0.746  3.546
H  5.515  -0.934  2.801
H  4.715  0.653  2.792
H  2.781  3.610  2.903
H  1.585  4.938  3.025
H  1.238  3.349  3.780
H  -0.955  3.654  0.767
H  -0.926  3.384  2.553
H  -0.425  4.949  1.871
H  1.199  3.910  -0.481
H  1.558  5.237  0.665
H  2.740  3.926  0.403
H  -0.947  1.550  1.248

Force components x, y, z for each atom (eV/Å):
0.41 0.98 -0.68
0.93 0.24 0.22
-0.58 0.03 -0.36
-0.63 0.09 0.35
-0.08 0.64 -0.21
1.57 1.73 0.31
-1.06 -0.63 1.08
-0.49 -0.17 0.55
-0.53 -0.05 -0.39
0.91 0.86 -0.44
0.09 -0.13 -0.09
0.06 0.04 0.52
-0.55 -2.87 -1.02
-0.16 0.61 -0.06
-0.75 -0.60 -0.18
1.37 1.02 -0.08
-0.81 -1.70 -0.18
-0.53 0.57 0.10
1.18 1.40 -0.55
-0.76 0.17 -0.18
0.97 0.94 0.88
-0.71 -0.44 -0.37
0.66 1.55 0.38
-0.39 -0.21 -0.26
0.28 0.21 -0.28
0.17 -0.23 0.04
-0.20 0.08 0.12
-0.28 -0.53 -0.49
-0.74 -0.53 0.27
1.33 -0.99 0.16
-0.36 0.33 0.00
-0.03 -0.09 -0.06
-0.40 0.37 0.09
0.15 0.06 -0.11
-0.46 -0.14 -0.80
-0.45 -0.17 0.15
-0.33 -0.44 0.86
-0.07 -0.72 0.03
0.06 0.20 0.09
-0.14 -0.33 -0.22
0.09 -0.54 0.17
-0.37 0.06 -0.33
0.35 0.45 0.01
0.16 0.05 0.29
0.62 -0.05 0.28
0.24 -0.89 0.11
-0.18 1.12 0.17
-0.20 -0.09 -0.09
0.17 -0.75 0.44
-0.11 -0.12 0.17
-0.23 0.14 0.13
0.27 -0.14 0.05
0.21 -0.16 0.00
0.26 0.09 -0.32
-0.22 0.06 -0.17
0.01 0.08 0.09
0.25 -0.07 -0.09
-0.07 -0.16 -0.12
0.08 -0.05 -0.25
0.11 -0.02 0.33
-0.27 0.03 -0.06
0.00 0.02 0.12
0.01 -0.02 0.02
-0.06 0.00 0.00
-0.14 -0.02 0.07
0.07 -0.17 0.16
0.13 0.12 0.02
0.08 0.03 0.35
-0.05 0.08 -0.27
-0.10 -0.26 -0.04
-0.01 0.07 0.07
0.04 0.08 -0.19
-0.07 0.02 -0.01
0.25 -0.13 -0.30

The total energy is -1468.5373 a.u. As for the SMILES: CCOC(=O)[C@@H](c1ccccc1)[C@H](c1ccc(C)cc1)c1cc(C(C)(C)C)c([O-])c(C(C)(C)C)c1. Its total charge is -1. The calculation puts the HOMO energy at -0.118 Eh.

Mulliken population analysis, charges in e, atoms 1 to 6: C -1.360; C 0.626; O -0.286; C -0.102; O -0.669; C 0.504

[6]
Density functional theory data (ωB97M-V with the def2-TZVPD basis set) for C4H2OTm as an isolated structure.

Cartesian coordinates (Å):
C  1.114  1.444  0.497
C  -0.006  0.943  0.333
H  0.296  2.410  0.029
O  -0.663  -1.598  1.728
C  -0.186  -1.549  0.636
C  0.110  -0.434  -0.253
H  0.924  -0.670  -0.955
Tm  -1.590  -0.545  -2.014

Force components x, y, z for each atom (eV/Å):
1.85 3.58 1.24
-2.11 -2.19 -0.56
1.12 -1.49 -0.19
0.87 0.27 -2.12
-0.99 -0.63 2.24
0.23 0.46 0.16
-0.33 0.17 -0.38
-0.62 -0.18 -0.40

The total energy is -1312.9692 a.u. Its expectation value of S² is 3.7661. Its total charge is +2. The calculation puts the HOMO energy (alpha / beta) at -0.626 / -0.700 Eh. The energy above the lowest of the compared OMol25 structures with the same formula, charge and spin comes out at 306.9 kJ/mol. The spin multiplicity is 4.

Mulliken population analysis, charges in e, atoms 1 to 6: C -0.407; C 0.161; H 0.391; O -0.179; C 0.290; C -0.580